# 1
Here is a single C2H3N2OP molecule from OMol25. Energies are from wB97M-V/def2-TZVPD.

E_HOMO (alpha / beta) = -8.91 / -8.66 eV
Net charge = 0
Gap between HOMO and LUMO (alpha / beta) = 7.6 / 7.1 eV
LUMO energy (alpha / beta) = -1.346 / -1.510 eV
Energy relative to the best compared isomer or geometry (same formula, charge and spin) = 75.9 kcal per mole
Spin multiplicity = 1
Total energy = -16435.1565 eV

Bonds (Å) are listed after each position.
Positions of all 9 atoms, in Å:
1 C 0.602 -0.708 -0.564  C2 1.479, N3 1.275, H7 1.078
2 C -0.867 -0.668 -0.400  C1 1.479, O5 1.210, P6 1.854
3 N 1.384 0.230 -0.197  C1 1.275, N4 1.259
4 N 1.043 1.191 0.541  N3 1.259, H8 1.013
5 O -1.552 -1.590 -0.783  C2 1.210
6 P -1.528 0.870 0.397  C2 1.854, H9 1.409
7 H 1.008 -1.584 -1.044  C1 1.078
8 H 1.538 2.067 0.424  N4 1.013
9 H -1.629 0.192 1.628  P6 1.409

=====

# 2
Here is a single C2H3N2OP molecule from OMol25. Energies are from wB97M-V/def2-TZVPD.

E_HOMO = -8.98 eV
Net charge = 0
SMILES = OP1=CC=NN=1
Gap between HOMO and LUMO = 8.2 eV
LUMO energy = -0.800 eV
Energy relative to the best compared isomer or geometry (same formula, charge and spin) = 39.0 kcal per mole
Spin multiplicity = 1
Total energy = -16436.7558 eV

Bonds (Å) are listed after each position.
Positions of all 9 atoms, in Å:
1 O -1.669 1.633 -0.322  P2 1.619, H7 0.895
2 P -1.127 0.304 0.427  O1 1.619, C3 1.846, N6 1.750
3 C 0.714 0.438 0.447  P2 1.846, C4 1.423, H8 1.059
4 C 1.066 -0.904 0.131  C3 1.423, N5 1.394, H9 1.028
5 N 0.033 -1.785 -0.188  C4 1.394, N6 1.227
6 N -1.047 -1.240 -0.392  P2 1.750, N5 1.227
7 H -1.277 1.742 -1.120  O1 0.895
8 H 1.332 1.195 0.855  C3 1.059
9 H 1.974 -1.384 0.162  C4 1.028

=====

# 3
Here is a gas-phase ion, C2H3N2OS (charge -1) from OMol25. Energies are from wB97M-V/def2-TZVPD.

E_HOMO (alpha / beta) = -2.33 / -2.33 eV
Net charge = -1
Gap between HOMO and LUMO (alpha / beta) = 6.4 / 6.4 eV
LUMO energy (alpha / beta) = 4.049 / 4.049 eV
Energy relative to the best compared isomer or geometry (same formula, charge and spin) = 112.5 kcal per mole
Spin multiplicity = 1
Total energy = -17980.6004 eV

Bonds (Å) are listed after each position.
Positions of all 9 atoms, in Å:
1 C -1.313 -0.037 0.013  C2 1.389, H7 1.088
2 C -0.298 0.899 0.152  C1 1.389, N4 1.310, H8 1.085
3 N 0.027 -1.852 -0.104  S6 1.639, H9 1.022
4 N 0.989 0.700 0.008  C2 1.310, O5 1.277, S6 1.829
5 O 1.903 1.579 -0.140  N4 1.277
6 S 1.452 -1.067 0.095  N3 1.639, N4 1.829
7 H -1.971 -0.213 0.863  C1 1.088
8 H -0.599 1.940 0.210  C2 1.085
9 H -0.191 -1.949 -1.098  N3 1.022

=====

# 4
Here is a gas-phase ion, C2H3N2OS (charge -1) from OMol25. Energies are from wB97M-V/def2-TZVPD.

E_HOMO (alpha / beta) = -2.04 / -2.04 eV
Net charge = -1
SMILES = O=NC/C=N\[S-]
Gap between HOMO and LUMO (alpha / beta) = 5.2 / 5.1 eV
LUMO energy (alpha / beta) = 3.115 / 3.111 eV
Energy relative to the best compared isomer or geometry (same formula, charge and spin) = 78.0 kcal per mole
Spin multiplicity = 1
Total energy = -17982.0980 eV

Bonds (Å) are listed after each position.
Positions of all 9 atoms, in Å:
1 O -1.447 -2.197 -0.479  N2 1.258
2 N -0.308 -1.947 -0.008  O1 1.258, C3 1.464
3 C -0.130 -0.579 0.482  N2 1.464, C4 1.574, H7 1.184, H8 1.095
4 C 0.424 0.516 -0.503  C3 1.574, N5 1.223, H9 1.053
5 N 0.438 1.738 -0.490  C4 1.223, S6 1.629
6 S 0.204 3.190 0.213  N5 1.629
7 H 0.916 -0.626 1.036  C3 1.184
8 H -0.914 -0.132 1.103  C3 1.095
9 H 0.817 0.036 -1.354  C4 1.053

=====

What is the formula in the first record?
C2H3N2OP